The following is a DFT calculation (the ωB97M-V functional and the def2-TZVPD basis) of a molecular structure, CHN3O2S at a distorted geometry.

Output
DFT total energy: -751.52445 Ha
E_HOMO: -0.415 Eh
Energy relative to the best compared isomer or geometry (same formula, charge and spin): 294.5 kJ/mol

Geometry as XYZ:
```
8
Properties=species:S:1:pos:R:3:lowdin_charge:R:1
C 0.24419 -0.00242 0.03780 -0.230
O 3.14914 0.03900 1.22031 -0.280
S 2.67652 0.04816 -0.14892 0.646
H -0.84360 0.01734 -0.06767 0.122
O 3.52121 0.49224 -1.16808 -0.228
N 1.08063 0.93116 -0.12092 0.029
N 1.94089 -1.45350 0.07099 -0.070
N 0.74672 -1.34160 0.30404 0.012
```

The following is a DFT calculation (the ωB97M-V functional and the def2-TZVPD basis) of a gas-phase ion, C26H46N3O6 (charge +1) at a distorted geometry.

Output
Charge: +1
DFT total energy: -1633.10057 Ha
E_HOMO: -0.441 Eh
SMILES: C#CC[C@@H]1N[C@H](C)[C@H](CCCCCOC(C)=O)[N@H+](CCCCCOC(C)=O)[C@]1(O)CC(=O)N(C)C

Geometry as XYZ:
```
81
Properties=species:S:1:pos:R:3:lowdin_charge:R:1
N -0.84286 -0.91292 -0.40555 -0.039
H 0.68939 1.40186 -0.71623 0.136
H -7.07395 1.56946 -1.40170 0.137
C 0.75452 2.25373 1.39686 -0.238
C 7.01247 0.32459 -0.14559 -0.277
O 0.92620 2.21979 2.72083 -0.026
H -0.83491 -2.35057 -2.00836 0.185
H -5.12011 0.46107 -2.09413 0.118
H -1.65980 1.18462 -0.72754 0.148
H -1.54406 -1.57624 0.04782 0.182
H -10.99595 1.49626 1.09757 0.106
C 0.63997 -1.49906 1.62265 -0.216
H 2.53268 -0.21200 2.29993 0.111
C 6.09216 0.62742 1.21213 -0.019
H 1.61671 5.43746 0.15218 0.117
C -5.26995 1.26364 0.08089 -0.152
C 3.54525 -1.82239 -2.88894 -0.203
C -8.74956 0.97054 1.11212 -0.291
O -1.13856 0.25967 1.65884 -0.035
H 2.70435 -3.91771 -1.18656 0.082
H -4.73211 2.21354 0.55002 0.126
O -7.64198 0.41211 0.31898 -0.134
H 0.57535 0.05261 -2.69812 0.121
H 6.13682 -0.32355 -2.88478 0.153
H -0.26711 -3.63792 -0.02433 0.153
N 0.45779 3.64493 0.79882 -0.187
H 0.56398 4.80453 2.74873 0.103
C 0.96207 -1.02841 -2.37010 -0.139
C 4.95924 -2.19284 -2.11971 -0.154
H -0.84054 0.21464 2.61373 0.123
H 5.10782 0.05376 -1.34717 0.109
H -1.12175 3.94384 2.34917 0.106
H 1.54609 -3.42013 1.36903 0.141
H 2.85011 0.23705 -2.22544 0.120
H -7.12682 2.56834 0.30092 0.139
N 1.38879 -2.52661 0.81194 -0.029
C -0.08047 -0.30578 0.75431 -0.299
C 2.45348 -2.07258 3.63442 -0.083
C 0.64884 -2.98149 -0.42219 -0.287
C 2.52885 -0.88037 -1.95057 -0.209
C 1.81474 4.34539 0.58529 -0.120
H 2.98668 -2.76673 -3.33369 0.100
C -10.29180 0.74246 0.51474 -0.015
C -0.19734 4.50513 1.89649 -0.124
H 0.94278 -1.66077 -3.38332 0.137
H -3.83083 1.80391 -1.70796 0.124
H 6.49361 -0.08024 2.06838 0.103
C 5.79529 -0.77238 -1.83956 -0.183
H 2.77492 -1.00125 -0.81440 0.094
H 2.42045 4.46761 1.58699 0.106
H -3.53837 -0.68043 0.18984 0.115
H 1.07788 -0.25811 3.54041 0.123
C -3.33464 -0.34620 -0.91621 -0.160
H 2.50475 3.78349 -0.17579 0.095
C -0.02317 -1.79348 -1.32798 -0.187
O 6.93822 -0.96927 -0.90150 -0.111
H -10.61527 -0.37569 0.67885 0.098
H 1.26156 -5.16584 -0.94334 0.103
H 3.84333 -1.15741 -3.83416 0.127
H 4.79161 -2.72961 -1.09354 0.114
O -8.55382 1.62767 2.27757 -0.030
H 4.12290 -3.89456 4.45487 0.072
H -0.52005 5.52675 1.38648 0.112
H -3.55129 -1.23662 -1.67915 0.130
H 1.18244 -4.02230 -2.44113 0.094
C -4.39147 0.86497 -1.25855 -0.192
H 2.04868 0.68076 0.37132 0.125
C -6.86998 1.56260 -0.24346 -0.158
H 6.26127 1.73273 1.59622 0.105
C 3.25501 -3.12545 4.17079 0.067
H -0.19154 -2.07450 2.22854 0.171
H -1.58540 0.08970 -2.30760 0.147
C 0.88778 0.95923 0.37458 0.004
C -1.73757 0.09582 -1.14846 -0.103
O 7.84978 1.31662 -0.50645 -0.011
C 1.70838 -0.90391 2.75898 -0.137
H -5.26200 0.43839 0.91769 0.122
H -10.25783 0.96295 -0.64840 0.097
C 1.55115 -4.07069 -1.31610 -0.044
H 4.94287 0.44794 1.03315 0.063
H 5.64380 -2.82356 -2.84541 0.130
```

The following is a DFT calculation (the ωB97M-V functional and the def2-TZVPD basis) of a molecular structure, C34H42N6O4S3SiTa at a distorted geometry.

Output
Charge: +1
DFT total energy: -3491.04061 Ha
E_HOMO: -0.362 Eh
Energy relative to the best compared isomer or geometry (same formula, charge and spin): 144.7 kJ/mol

Geometry as XYZ:
```
91
Properties=species:S:1:pos:R:3:lowdin_charge:R:1
H 8.65014 12.90438 17.08992 0.087
H 6.45369 11.76206 14.59549 0.084
S 8.84146 7.68694 12.83731 0.946
H 11.10470 10.61731 9.00192 0.029
H 9.99139 16.47424 15.72656 0.144
C 11.51698 8.34468 16.62962 -0.178
C 13.56162 7.10014 17.17624 -0.062
C 12.99683 6.58604 18.34574 -0.050
C 7.98569 6.46906 11.75632 -0.471
H 11.64916 7.95284 12.47970 -0.018
H 7.16311 6.84059 9.74561 0.081
H 14.85905 10.69166 11.48508 0.057
C 9.07950 14.82176 10.54654 -0.264
N 9.63420 9.63297 16.06914 0.080
O 9.39405 12.75413 12.61064 -0.236
H 10.30504 9.23087 9.73822 0.002
C 8.58585 13.46832 10.49751 -0.085
H 8.55333 16.90259 10.14971 0.121
H 12.93948 11.29916 13.06780 0.010
H 11.76793 8.94870 8.93665 0.057
H 12.30090 16.61883 16.40670 0.127
H 10.50076 14.14562 5.33432 0.128
Si 12.37878 9.99202 11.14679 0.439
H 7.38859 11.73995 16.53092 0.093
C 6.85875 12.70306 14.26534 -0.061
H 7.57906 5.72176 12.43891 0.072
Ta 10.28451 11.44628 13.90754 1.955
H 6.04241 13.91531 8.31662 0.099
H 7.04415 12.69547 13.21355 0.065
H 12.92150 12.45199 15.48525 0.098
H 8.80664 5.79094 11.30207 0.115
S 11.37478 16.96760 9.03690 0.620
C 11.72659 13.03339 6.69465 -0.066
C 8.68518 14.31601 14.75470 -0.157
C 12.82041 7.88624 16.23740 0.032
N 8.13470 12.94738 14.97662 -0.295
H 13.02555 7.61335 11.39038 0.063
C 11.96956 15.64053 15.95909 -0.065
H 13.30061 12.53580 8.02980 0.079
H 13.55304 6.07499 19.13322 0.115
H 9.86564 8.05180 18.02413 0.117
C 8.35935 9.08553 12.01193 -0.917
C 10.12300 14.31458 15.16165 -0.274
H 5.99676 6.85795 11.09847 0.069
N 8.94999 10.29829 12.13586 -0.160
H 6.64851 16.38590 8.83962 0.102
H 13.86385 14.59010 16.20142 0.117
C 8.29561 15.82961 10.00417 -0.058
C 12.27893 13.34382 15.51199 -0.135
S 7.11874 8.87239 10.78810 0.972
O 9.02627 10.33652 15.11692 -0.273
N 10.82137 15.16307 7.14422 0.049
O 11.39165 9.84579 14.71542 -0.249
C 12.34036 14.31252 8.74403 -0.040
C 8.87629 12.41652 11.43106 -0.414
H 12.87883 14.38651 9.68018 0.108
C 7.00264 7.06880 10.80223 -0.486
C 11.59796 15.42803 8.25728 -0.706
H 11.77825 12.10574 6.14507 0.111
C 7.82629 12.77137 16.39801 -0.106
H 7.02438 13.46110 16.76104 0.104
H 14.57681 9.70248 9.97366 0.023
C 10.94628 14.08389 6.31118 -0.058
C 10.98702 13.24572 15.01513 -0.225
H 14.13352 11.37792 10.03407 -0.006
H 7.48021 12.11586 9.20898 0.113
C 10.61186 15.52006 15.62128 -0.036
C 7.17010 15.55162 9.25885 -0.068
H 6.10148 13.45498 14.47168 0.099
N 8.67656 11.17962 11.05690 0.037
C 12.56032 8.39522 12.06476 -0.205
O 10.29736 15.05932 11.08446 0.011
C 14.16672 10.47089 10.61786 -0.174
H 13.19435 8.13382 15.23319 0.105
C 12.52362 13.20844 7.84038 -0.026
C 12.01219 11.31596 12.47797 -0.364
C 11.28394 9.70687 9.64242 -0.185
H 8.54660 14.56505 13.69556 0.125
N 10.79985 9.19939 15.78841 -0.126
C 6.86509 14.20484 8.96833 -0.075
C 11.63890 6.94794 18.60553 -0.050
C 7.61252 13.15399 9.52869 -0.017
H 10.16159 15.94178 6.93130 0.152
H 8.22136 15.10086 15.37983 0.131
C 10.89549 7.79631 17.76321 -0.007
H 12.06062 12.30827 11.96527 0.027
H 11.14868 6.49946 19.45429 0.104
H 13.18797 8.58920 12.92663 0.007
C 12.80142 14.54042 15.92254 -0.094
H 14.66308 7.00524 17.01523 0.123
H 10.64834 15.81478 10.61006 -0.064
```

The following is a DFT calculation (the ωB97M-V functional and the def2-TZVPD basis) of 2 unconnected molecules or ions with the total composition C11H13BrN2 at a distorted geometry.

Output
DFT total energy: -3110.29378 Ha
E_HOMO: -0.304 Eh
SMILES: C=C/N=C(\Br)n1c(C)ccc1C.C#C
Energy relative to the best compared isomer or geometry (same formula, charge and spin): 362.7 kJ/mol

Geometry as XYZ:
```
27
Properties=species:S:1:pos:R:3:lowdin_charge:R:1
H 1.80452 -2.33701 1.24985 0.016
C 0.37643 0.14783 -3.33645 0.031
N -0.53850 0.43731 0.32403 -0.014
H -0.60217 0.19851 -3.13995 -0.012
N 1.19887 -0.90478 -0.56238 0.057
C 2.55769 -2.31540 0.55858 0.016
C 1.54833 0.15386 -3.03767 0.013
C -2.28576 1.70214 0.52750 -0.061
H -3.05772 2.44248 0.48563 0.107
H -0.37510 3.68023 -0.45761 0.051
H -3.57788 0.23725 1.42855 0.114
H 3.31459 -1.41153 -1.22265 0.130
H -1.09150 -2.38364 0.71508 0.070
C -1.53306 -0.39136 0.90079 -0.264
C -0.29281 2.71065 -0.80263 -0.051
C -1.05370 1.75396 0.03171 -0.267
C -2.57731 0.41437 1.03908 -0.058
H -0.16212 -1.58666 1.78514 0.044
C 2.45213 -1.50451 -0.48252 -0.242
H 0.75565 2.57832 -0.95588 0.032
H 2.52521 -0.05870 -2.77608 -0.005
H 3.51287 -2.85428 0.74938 0.080
H -0.86689 2.73149 -1.79395 0.113
C 0.80688 0.03533 0.12769 -0.577
H -1.87894 -2.02383 2.24056 0.098
C -1.16632 -1.68435 1.49657 -0.008
Br 2.08154 1.26594 1.23162 0.588
```

The following is a DFT calculation (the ωB97M-V functional and the def2-TZVPD basis) of a single CH2N4O molecule.

Output
DFT total energy: -333.37629 Ha
E_HOMO: -0.334 Eh
Energy relative to the best compared isomer or geometry (same formula, charge and spin): 450.3 kJ/mol

Geometry as XYZ:
```
8
Properties=species:S:1:pos:R:3:lowdin_charge:R:1
N 1.44843 0.06302 -0.14152 0.055
N -0.40644 0.01686 0.87904 0.048
H 0.70336 0.11924 1.27888 0.232
N -0.82144 -0.12912 -1.27138 0.132
H 2.13292 0.10647 -0.87579 0.048
N -1.66405 -0.04622 0.84076 0.104
C 0.16534 -0.02612 -0.38983 -0.551
O -1.96422 -0.13748 -0.44056 -0.069
```

no.,gap between HOMO and LUMO (eV)
1,9.43
2,9.44
3,5.93
4,8.72
5,8.69